Density functional theory data (ωB97M-V/def2-TZVPD) for a structure of composition C43H42BrClINO5RuS3.

As for the charge: +1. As for the spin multiplicity: 2. Its expectation value of S² is 0.77. The value obtained for the energy above the lowest of the compared OMol25 structures with the same formula, charge and spin is 0.0 kcal per mole. For the total energy, the calculation gives -6715.802638 Eh.

Last column: Mulliken spin population.
Element x y z (Å)
Ru (0.1721, 0.8843, 0.1191)  0.972
C (0.1190, -1.3116, -6.5677)  0.000
O (1.1906, -0.3981, -6.4013)  0.000
C (1.2998, 0.2476, -5.2254)  0.000
C (2.3306, 1.2146, -5.1667)  -0.001
C (2.4825, 1.9511, -4.0369)  0.001
C (1.6501, 1.7720, -2.9039)  0.016
C (1.6946, 2.6644, -1.8035)  -0.008
C (2.7509, 3.7335, -1.7439)  -0.002
O (0.8557, 2.6677, -0.8677)  -0.008
C (0.6852, 0.7341, -2.9244)  -0.010
O (-0.0536, 0.4192, -1.9127)  -0.004
C (0.4991, 0.0126, -4.1291)  0.002
H (0.2052, -1.6931, -7.5804)  0.000
H (-0.8444, -0.8125, -6.4455)  0.000
H (0.1889, -2.1409, -5.8632)  0.000
H (2.9572, 1.3570, -6.0360)  0.000
H (3.2558, 2.7069, -4.0150)  0.000
H (3.7399, 3.2806, -1.8146)  0.000
H (2.6606, 4.2616, -0.7991)  0.000
H (2.6335, 4.4426, -2.5647)  0.000
H (-0.2843, -0.7323, -4.1264)  0.001
O (0.7069, -1.3779, 0.1022)  0.037
S (2.0169, -2.1210, 0.2931)  0.000
C (1.6734, -3.4306, 1.5085)  0.005
C (0.4705, -4.3318, 1.2392)  0.000
C (-0.8623, -3.6131, 1.0123)  0.000
C (-1.2289, -2.6880, 2.1584)  -0.003
S (-2.5091, -1.4539, 1.7617)  0.007
O (-1.7745, -0.4203, 0.9411)  -0.011
C (-3.4779, -2.3831, 0.5883)  0.002
C (-3.2900, -2.1739, -0.7673)  -0.001
C (-4.0641, -2.8947, -1.6656)  0.000
C (-5.0124, -3.7978, -1.2029)  0.000
C (-5.1967, -3.9865, 0.1617)  0.000
C (-4.4297, -3.2714, 1.0683)  -0.001
C (2.1308, -3.1531, -1.1626)  0.001
C (3.1354, -4.1093, -1.2559)  0.000
C (3.2696, -4.8294, -2.4314)  0.000
C (2.4190, -4.5791, -3.5013)  0.000
C (1.4311, -3.6114, -3.3967)  0.000
C (1.2830, -2.8846, -2.2225)  0.002
H (1.5960, -2.8868, 2.4527)  0.000
H (2.5887, -4.0258, 1.5429)  0.001
H (0.3755, -5.0143, 2.0890)  0.000
H (0.6750, -4.9396, 0.3559)  0.000
H (-1.6441, -4.3604, 0.8710)  0.000
H (-0.7943, -3.0303, 0.0967)  0.001
H (-0.4034, -2.0209, 2.4149)  0.003
H (-1.5497, -3.2248, 3.0545)  0.000
H (-2.5493, -1.4554, -1.1009)  0.000
H (-3.9290, -2.7486, -2.7294)  0.000
H (-5.6162, -4.3546, -1.9073)  0.000
H (-5.9436, -4.6831, 0.5185)  0.000
H (-4.5695, -3.4048, 2.1357)  0.000
H (3.8154, -4.2826, -0.4297)  0.000
H (4.0453, -5.5788, -2.5181)  0.000
H (2.5409, -5.1304, -4.4247)  0.000
H (0.7783, -3.4148, -4.2351)  0.000
H (0.5388, -2.1027, -2.1237)  -0.002
Br (-1.1570, 4.9470, 0.7042)  0.000
C (-1.9767, 4.8758, -0.9996)  0.003
C (-2.0282, 6.0483, -1.7392)  0.000
C (-2.6308, 6.0533, -2.9873)  0.000
C (-3.1656, 4.8844, -3.5056)  0.000
C (-3.1148, 3.7130, -2.7679)  0.000
C (-2.5308, 3.7049, -1.5075)  -0.004
I (-2.5435, 1.9081, -0.4308)  0.013
H (-1.5966, 6.9512, -1.3297)  0.000
H (-2.6822, 6.9757, -3.5504)  0.000
H (-3.6243, 4.8789, -4.4855)  0.000
H (-3.5285, 2.7947, -3.1630)  0.000
N (-0.1997, 1.7978, 2.0456)  -0.009
S (-0.2091, 0.9706, 3.4027)  0.008
C (1.4571, 0.5765, 3.9362)  0.002
C (2.4684, 1.5169, 3.8310)  -0.001
C (3.7508, 1.1666, 4.2153)  0.001
C (4.0125, -0.1145, 4.6909)  0.000
C (2.9932, -1.0504, 4.7838)  0.000
C (1.7023, -0.7042, 4.4039)  -0.001
C (-0.6142, 2.1981, 4.6507)  -0.001
C (-1.3934, 3.2774, 4.2602)  0.001
C (-1.7025, 4.2549, 5.1968)  0.000
C (-1.2443, 4.1391, 6.5008)  0.000
C (-0.4934, 3.0345, 6.8832)  0.000
C (-0.1753, 2.0514, 5.9594)  -0.001
H (0.2477, 2.7100, 2.1009)  0.002
H (2.2664, 2.5107, 3.4509)  0.002
H (4.5483, 1.8940, 4.1427)  0.000
H (5.0163, -0.3790, 4.9965)  0.000
H (3.2001, -2.0466, 5.1530)  0.000
H (0.8895, -1.4189, 4.4809)  0.000
H (-1.7501, 3.3530, 3.2403)  0.000
H (-2.3023, 5.1057, 4.9015)  0.000
H (-1.4769, 4.9083, 7.2253)  0.000
H (-0.1469, 2.9385, 7.9036)  0.000
H (0.4116, 1.1920, 6.2560)  0.000
Cl (2.4881, 0.8904, 0.6680)  -0.012